No. 1
24
Properties=species:S:1:pos:R:3:forces:R:3 method="wB97M-V/def2-TZVPD" homo_lumo_gap_ev=10.28 lumo_energy_ev=0.7 smiles="C/C=C/CC.O.O.O" relative_energy_kcal_mol=20.42
O 2.187 -1.265 -1.412 -0.61 -0.81 0.99
O -3.431 -0.169 -0.293 0.84 0.23 0.15
O 2.915 -0.465 0.992 -0.71 -0.31 0.02
C -0.746 -0.211 1.059 0.87 0.26 -0.19
C -0.399 1.964 -1.490 0.23 1.11 -0.47
C 0.317 1.649 -0.172 -0.43 1.63 -0.22
C 0.065 0.216 0.088 0.21 0.12 0.45
C -0.825 -1.645 1.449 -1.18 -0.60 0.31
H -1.211 0.561 1.683 0.06 -0.38 0.03
H -2.513 -0.098 0.047 -0.52 0.16 -0.60
H 0.606 -0.432 -0.611 -0.57 -0.20 0.45
H 2.792 -0.728 -0.873 0.28 0.00 -0.81
H -0.169 2.962 -1.893 0.20 -0.14 0.31
H 2.877 -1.417 1.149 0.52 -0.08 0.11
H 1.958 -0.320 0.854 0.31 0.47 0.27
H 2.242 -1.249 -2.353 0.73 0.51 -0.70
H 1.360 1.965 -0.287 0.21 -0.75 -0.05
H -0.008 2.326 0.646 -0.30 -0.56 -0.35
H -0.238 -1.769 2.366 0.21 -0.44 -0.36
H -3.804 -0.788 0.327 -0.54 -0.37 0.23
H -1.483 1.990 -1.359 0.05 -0.59 -0.18
H -1.825 -2.005 1.718 -0.20 0.52 0.25
H -0.049 1.269 -2.267 -0.54 -0.02 0.22
H -0.616 -2.341 0.633 0.89 0.24 0.13

=====

No. 2
19
Properties=species:S:1:pos:R:3:forces:R:3 method="wB97M-V/def2-TZVPD" homo_lumo_gap_ev=10.33 lumo_energy_ev=0.6 smiles=OCCCO.O.O relative_energy_kcal_mol=57.87
O 2.141 -0.409 1.945 -0.28 1.31 -0.10
O 3.231 0.401 -2.422 -0.43 0.99 0.67
O -3.025 3.770 -1.420 -0.28 0.37 3.35
O -2.294 -1.757 0.771 -1.62 -1.94 3.88
C 1.128 -0.043 0.934 1.58 -1.23 -0.74
C -0.053 -0.987 1.320 3.09 -2.35 1.17
C -1.091 -1.304 0.353 -0.65 3.11 -2.35
H -0.316 -0.795 2.360 -0.75 0.67 -0.28
H 2.946 -0.407 -2.002 0.15 -0.45 -0.26
H 1.681 -0.214 -0.071 -1.58 -0.08 1.20
H -2.820 -1.813 0.010 -1.33 -0.22 -1.31
H -1.395 -0.314 0.029 0.64 0.75 -1.40
H -0.856 -1.936 -0.490 1.37 0.08 -0.37
H 0.903 1.053 0.898 0.23 -0.92 0.74
H -3.912 3.690 -1.737 -0.87 -0.15 -0.95
H 0.491 -1.947 1.502 -0.10 0.40 -0.10
H -3.265 3.879 -0.425 1.15 -0.23 -2.40
H 2.760 -1.092 1.645 -0.62 0.43 -0.32
H 3.746 0.227 -3.199 0.29 -0.55 -0.43

=====

No. 3
16
Properties=species:S:1:pos:R:3:forces:R:3 method="wB97M-V/def2-TZVPD" homo_lumo_gap_ev=12.78 lumo_energy_ev=1.1 smiles=CC.CC relative_energy_kcal_mol=3.99
C 0.761 0.789 -1.762 -0.42 0.42 -0.53
C -0.582 1.511 -1.937 -0.87 -0.81 -0.18
C -0.306 -0.887 2.542 -0.02 0.25 -0.22
C 0.205 -1.389 1.197 -0.52 -0.22 0.08
H 1.362 0.940 -2.655 0.31 0.11 0.09
H -1.008 1.882 -1.007 0.20 0.19 0.07
H -0.622 2.290 -2.694 0.46 0.30 0.17
H 0.017 0.144 2.681 0.04 0.05 0.26
H 1.278 1.154 -0.881 0.29 -0.08 -0.01
H -1.329 0.796 -2.300 0.05 -0.04 0.03
H -0.162 -2.403 1.025 0.37 -0.12 -0.01
H 0.614 -0.284 -1.697 0.02 -0.08 0.29
H 0.060 -1.498 3.365 0.12 0.05 0.04
H -0.187 -0.810 0.363 0.02 0.23 0.09
H -1.393 -0.889 2.602 -0.06 -0.05 -0.09
H 1.291 -1.345 1.159 0.02 -0.21 -0.09

=====

It is found that the E values, taken in the order of the records, are -11586.014; -11493.253; -4342.355 eV.
It is found that the E_HOMO values, taken in the order of the records, are -9.58; -9.77; -11.66 eV.